A single C5H8O2 molecule in a non-equilibrium geometry. Source: OMol25; level of theory: ωB97M-V/def2-TZVPD.

- LUMO level (eV) = 1.039
- SMILES string = C1CO[C@@H]2C[C@@H]2O1
- HOMO-LUMO gap (eV) = 10.27
- total energy (eV) = -9405.5097

The geometry in ORCA input format:
```
! RIJCOSX wB97M-V def2-TZVPD def2/J DEFGRID3
* xyz 0 1
C 1.09469 -0.12014 -1.53918
C -0.25382 0.51942 -1.31516
O -1.37081 -0.42863 -0.56592
C -1.10901 -0.94332 0.70452
C -0.18096 0.10081 1.69715
O 0.93276 0.67796 1.07916
C 0.90467 1.00796 -0.53028
H 1.18911 -1.11094 -1.09417
H 1.67165 -0.02867 -2.47313
H -0.89939 1.04486 -2.02286
H -0.59012 -1.92628 0.67289
H -2.00055 -0.97908 1.35741
H -0.89858 0.85666 2.08058
H 0.09113 -0.64206 2.46937
H 1.41923 1.97145 -0.52037
*
```

***

A single C5H8O2 molecule in a non-equilibrium geometry. Source: OMol25; level of theory: ωB97M-V/def2-TZVPD.

- LUMO level (eV) = 0.944
- SMILES string = C=C1CCOCO1
- HOMO-LUMO gap (eV) = 9.62
- total energy (eV) = -9407.4421

The geometry in ORCA input format:
```
! RIJCOSX wB97M-V def2-TZVPD def2/J DEFGRID3
* xyz 0 1
C -1.20918 -1.18666 1.50630
C -0.51601 -0.43818 0.59971
C 1.00699 -0.37190 0.40417
C 1.16540 -0.22370 -1.13229
C -0.63254 1.40951 -0.80407
H -2.22149 -0.87626 1.59861
H -0.76311 -1.85067 2.17931
H 1.32084 -1.29911 0.86545
H 1.40296 0.44583 0.89046
H 0.72373 -1.09865 -1.57590
H 2.25798 0.07554 -1.26977
H -0.33796 2.27489 -0.13346
H -1.35292 1.86493 -1.44019
O 0.47766 0.88257 -1.50981
O -1.32235 0.39185 -0.17851
*
```

***

A single C5H8O2 molecule in a non-equilibrium geometry. Source: OMol25; level of theory: ωB97M-V/def2-TZVPD.

- LUMO level (eV) = 0.942
- SMILES string = C1O[C@H]2C[C@@H]1CO2
- HOMO-LUMO gap (eV) = 10.85
- total energy (eV) = -9408.0637

The geometry in ORCA input format:
```
! RIJCOSX wB97M-V def2-TZVPD def2/J DEFGRID3
* xyz 0 1
C 0.77385 1.14392 0.39235
O 1.71919 0.15828 0.02638
C 0.88389 -1.00635 -0.22271
C -0.14030 -0.44700 -1.20119
C -0.59549 0.59516 -0.18340
C -1.09817 -0.29161 0.92444
O 0.14097 -1.33730 0.93175
H 0.99821 2.12594 -0.04156
H 0.73301 1.25028 1.49156
H 1.57151 -1.77975 -0.59533
H -0.92397 -1.16461 -1.48622
H 0.34207 -0.03176 -2.08072
H -1.16958 1.45619 -0.52335
H -1.36994 0.34008 1.80637
H -1.88110 -1.02391 0.77522
*
```

***

A single C5H8O2 molecule. Source: OMol25; level of theory: ωB97M-V/def2-TZVPD.

- LUMO level (eV) = 0.934
- SMILES string = C=CC[C@H](O)C=O
- HOMO-LUMO gap (eV) = 10.87
- total energy (eV) = -9408.4045

The geometry in ORCA input format:
```
! RIJCOSX wB97M-V def2-TZVPD def2/J DEFGRID3
* xyz 0 1
O -0.64467 0.47650 2.01538
C 0.10307 -0.34167 1.16382
C -0.80498 -0.86083 0.03433
C -0.92092 0.13103 -1.09434
C 0.02617 0.21362 -2.02839
C 1.32158 0.42898 0.68460
O 1.56986 1.53512 1.10838
H -0.09426 1.25722 2.18864
H 0.50672 -1.22127 1.69663
H -0.43050 -1.81921 -0.34963
H -1.77215 -1.04950 0.51350
H -1.75974 0.82916 -1.08743
H 0.87060 -0.47903 -2.02553
H 0.02817 0.97686 -2.79975
H 2.00107 -0.07696 -0.02022
*
```

***

A single C5H8O2 molecule. Source: OMol25; level of theory: ωB97M-V/def2-TZVPD.

- LUMO level (eV) = -0.680
- HOMO-LUMO gap (eV) = 8.04
- total energy (eV) = -9405.0597

The geometry in ORCA input format:
```
! RIJCOSX wB97M-V def2-TZVPD def2/J DEFGRID3
* xyz 0 1
O 2.56413 0.08186 0.39360
C 1.45708 -0.59826 -0.16310
C 0.16141 -0.11323 0.45010
C -0.52336 1.13395 -0.05727
C -1.82018 0.39026 -0.18164
C -1.37946 -0.95637 -0.01350
O -1.83660 -2.03251 0.37169
H 2.49667 1.01282 0.14516
H 1.60901 -1.65972 0.05073
H 1.42253 -0.47825 -1.25998
H 0.16881 -0.19894 1.53727
H -0.62156 1.88451 0.73766
H -0.11571 1.62226 -0.95014
H -0.75786 -0.88771 -1.00342
H -2.82491 0.79933 -0.05715
*
```

***

A single C5H8O2 molecule. Source: OMol25; level of theory: ωB97M-V/def2-TZVPD.

- LUMO level (eV) = 0.890
- SMILES string = C[C@@]1(O)CCC1=O
- HOMO-LUMO gap (eV) = 10.22
- total energy (eV) = -9408.8195

The geometry in ORCA input format:
```
! RIJCOSX wB97M-V def2-TZVPD def2/J DEFGRID3
* xyz 0 1
C -1.54604 -0.57635 -0.15727
C -0.39282 0.41021 -0.08523
O -0.79881 1.74720 -0.24983
C 0.55789 0.22191 1.12479
C 1.63353 -0.43757 0.21303
C 0.75706 -0.08535 -0.98163
O 0.95725 -0.05628 -2.16667
H -2.30968 -0.31772 0.58068
H -1.98145 -0.55230 -1.16305
H -1.19483 -1.59816 0.03015
H -1.14732 1.84664 -1.14600
H 0.88804 1.17910 1.53325
H 0.15089 -0.38973 1.93640
H 2.57569 0.10166 0.13645
H 1.85059 -1.49324 0.39492
*
```